C86H210F6LiN17O21S2 | ωB97M-V/def2-TZVPD

- HOMO: -7.9 eV
- 2S+1: 1
- LUMO: -0.1145 eV
- Calculated total energy: -7316.120215 Eh
- Gap between HOMO and LUMO: 7.812 eV

The geometry in XYZ format:
```
343
Properties=species:S:1:pos:R:3:lowdin_charge:R:1
Li -0.592 0.104 -2.839 0.535
C -2.103 1.317 0.725 -0.601
F -1.114 2.200 0.923 0.132
F -2.834 1.107 1.802 0.167
F -2.903 1.819 -0.261 0.098
S -1.489 -0.383 0.128 0.758
O -1.199 -1.267 1.259 -0.283
O -2.585 -0.840 -0.713 -0.317
N -0.139 -0.040 -0.995 -0.328
S 1.094 -0.229 -0.082 0.558
O 1.013 0.385 1.241 -0.302
O 1.784 -1.531 -0.054 -0.307
C 2.368 0.775 -1.096 -0.652
F 2.020 2.064 -0.956 0.127
F 3.515 0.515 -0.552 0.173
F 2.298 0.410 -2.401 0.098
C 4.898 -0.520 5.124 -0.071
C 3.918 -1.450 5.845 -0.402
C 2.612 -1.740 4.960 -0.131
O 1.789 -0.531 4.831 -0.161
C 0.628 -0.873 4.189 -0.169
N 4.744 -2.616 6.158 0.047
H 5.105 -1.016 4.176 0.071
H 5.758 -0.215 5.721 0.079
H 4.459 0.451 4.895 0.051
H 3.612 -0.894 6.732 0.132
H 2.122 -2.504 5.562 0.115
H 2.911 -2.186 4.011 0.106
H 0.081 -1.553 4.842 0.079
H 0.763 -1.529 3.329 0.059
H -0.006 -0.022 3.941 0.086
H 5.227 -3.013 5.365 0.038
H 4.120 -3.334 6.498 0.065
C -8.526 5.523 -3.473 -0.054
C -7.558 4.619 -2.710 -0.417
C -6.515 5.470 -1.928 -0.139
O -5.361 4.775 -1.355 -0.229
C -4.537 4.011 -2.191 -0.112
N -8.447 3.874 -1.871 0.033
H -8.079 6.160 -4.235 0.082
H -9.019 6.181 -2.757 0.081
H -9.374 5.001 -3.917 0.077
H -6.998 3.897 -3.304 0.119
H -7.007 6.070 -1.162 0.127
H -5.991 6.092 -2.653 0.120
H -4.058 4.776 -2.801 0.095
H -5.189 3.318 -2.723 0.080
H -3.729 3.543 -1.629 0.071
H -9.050 4.434 -1.285 0.099
H -7.990 3.285 -1.190 0.065
C 4.110 -5.887 -4.294 -0.041
C 5.505 -5.208 -4.339 -0.424
C 5.331 -3.729 -4.157 -0.202
O 4.890 -3.446 -2.823 -0.212
C 4.577 -2.082 -2.581 -0.088
N 6.312 -5.759 -3.268 0.051
H 3.448 -5.414 -5.019 0.065
H 3.705 -5.740 -3.292 0.058
H 4.130 -6.939 -4.580 0.079
H 5.989 -5.418 -5.292 0.140
H 4.628 -3.387 -4.917 0.118
H 6.274 -3.203 -4.307 0.126
H 3.615 -1.831 -3.026 0.070
H 5.419 -1.397 -2.685 0.094
H 4.330 -1.917 -1.532 0.071
H 6.035 -5.106 -2.548 0.057
H 7.290 -5.541 -3.394 0.076
C 2.655 -9.440 -0.606 -0.056
C 3.382 -8.187 -1.185 -0.407
C 3.269 -6.904 -0.245 -0.146
O 2.014 -6.181 -0.431 -0.206
C 2.128 -4.836 -1.010 -0.087
N 4.810 -8.425 -1.310 0.025
H 1.572 -9.428 -0.736 0.070
H 2.949 -9.632 0.426 0.073
H 2.964 -10.349 -1.121 0.062
H 3.004 -7.961 -2.182 0.115
H 4.097 -6.208 -0.383 0.099
H 3.204 -7.190 0.805 0.108
H 3.077 -4.410 -1.337 0.067
H 1.712 -4.083 -0.340 0.052
H 1.480 -4.917 -1.883 0.066
H 5.167 -7.601 -1.774 0.030
H 5.000 -9.227 -1.893 0.068
C 4.949 1.111 -5.346 -0.066
C 3.818 1.922 -4.756 -0.452
C 4.255 2.747 -3.497 -0.106
O 3.160 3.669 -3.186 -0.247
C 3.401 4.707 -2.284 -0.103
N 3.371 2.789 -5.807 0.059
H 4.496 0.317 -5.941 0.058
H 5.572 0.740 -4.533 0.068
H 5.624 1.570 -6.069 0.083
H 3.106 1.119 -4.563 0.100
H 5.071 3.384 -3.840 0.121
H 4.521 2.072 -2.684 0.118
H 2.567 5.408 -2.279 0.093
H 4.238 5.304 -2.647 0.089
H 3.596 4.471 -1.238 0.074
H 2.996 3.583 -5.307 0.059
H 2.599 2.402 -6.330 0.071
C -0.592 -7.726 5.047 -0.096
C -0.824 -7.861 3.612 -0.438
C -0.104 -6.808 2.601 -0.110
O -0.245 -5.445 3.125 -0.232
C 0.606 -4.593 2.353 -0.079
N -0.334 -9.189 3.316 0.019
H 0.452 -7.809 5.351 0.093
H -1.110 -8.586 5.470 0.076
H -1.037 -6.898 5.600 0.080
H -1.910 -7.836 3.528 0.128
H -0.418 -6.939 1.565 0.109
H 0.944 -7.101 2.532 0.109
H 1.644 -4.729 2.659 0.097
H 0.273 -3.589 2.617 0.069
H 0.337 -4.748 1.308 0.070
H -0.745 -9.478 2.439 0.072
H -0.636 -9.868 4.000 0.067
C 7.406 -6.375 4.040 -0.047
C 6.247 -5.400 3.922 -0.471
C 5.934 -4.873 2.532 -0.203
O 4.978 -3.816 2.737 -0.238
C 4.512 -3.063 1.576 -0.045
N 5.008 -5.960 4.342 0.045
H 7.297 -6.991 4.932 0.080
H 8.391 -5.908 4.014 0.078
H 7.378 -7.085 3.213 0.077
H 6.458 -4.486 4.477 0.124
H 5.542 -5.608 1.829 0.121
H 6.904 -4.547 2.158 0.121
H 5.423 -2.944 0.989 0.087
H 4.164 -2.090 1.923 0.076
H 3.699 -3.583 1.070 0.069
H 4.254 -5.385 3.992 0.057
H 4.957 -6.787 3.765 0.072
C -2.799 -3.125 4.448 -0.055
C -3.526 -3.709 3.248 -0.350
C -4.577 -2.786 2.632 -0.192
O -5.709 -2.755 3.471 -0.183
C -6.775 -1.917 3.026 -0.100
N -2.411 -3.864 2.298 0.037
H -2.079 -3.787 4.930 0.086
H -3.563 -2.855 5.176 0.065
H -2.363 -2.146 4.246 0.072
H -3.923 -4.683 3.534 0.149
H -4.881 -3.213 1.676 0.116
H -4.220 -1.779 2.416 0.121
H -7.651 -1.923 3.675 0.088
H -7.263 -2.396 2.177 0.070
H -6.451 -0.933 2.689 0.081
H -1.798 -3.062 2.306 0.040
H -1.788 -4.555 2.690 0.044
C 0.821 -2.929 -3.362 -0.058
C 0.671 -1.969 -4.537 -0.431
C 0.797 -2.746 -5.864 -0.154
O 0.886 -1.936 -7.057 -0.187
C 2.113 -1.263 -7.284 -0.102
N -0.578 -1.329 -4.338 0.003
H 0.561 -2.524 -2.385 0.068
H 1.899 -3.033 -3.242 0.060
H 0.313 -3.886 -3.489 0.092
H 1.462 -1.219 -4.547 0.111
H -0.145 -3.255 -6.068 0.123
H 1.559 -3.524 -5.823 0.117
H 2.671 -0.941 -6.405 0.055
H 1.885 -0.339 -7.816 0.086
H 2.720 -1.930 -7.896 0.091
H -0.937 -0.982 -5.216 0.091
H -1.206 -2.012 -3.938 0.026
C -3.260 5.184 1.209 -0.044
C -2.657 6.145 0.187 -0.427
C -2.627 7.608 0.677 -0.143
O -3.934 8.159 1.017 -0.193
C -4.809 8.311 -0.073 -0.108
N -1.336 5.644 -0.197 0.057
H -3.307 4.177 0.793 0.057
H -4.262 5.612 1.234 0.080
H -2.687 5.150 2.135 0.066
H -3.312 5.968 -0.667 0.103
H -2.196 8.281 -0.064 0.116
H -1.923 7.650 1.508 0.121
H -5.074 7.359 -0.534 0.056
H -4.324 8.932 -0.826 0.088
H -5.662 8.869 0.313 0.095
H -0.664 5.632 0.556 0.038
H -1.466 4.687 -0.491 0.047
C -0.119 3.882 -4.102 -0.038
C -0.616 2.572 -3.440 -0.421
C -2.015 2.155 -3.908 -0.180
O -2.403 1.031 -3.140 -0.251
C -3.648 0.363 -3.610 -0.037
N 0.315 1.689 -3.988 0.007
H 0.929 4.102 -3.898 0.061
H -0.699 4.764 -3.831 0.079
H -0.128 3.830 -5.191 0.086
H -0.588 2.758 -2.366 0.146
H -1.994 1.941 -4.977 0.139
H -2.703 2.966 -3.670 0.107
H -3.522 -0.172 -4.551 0.086
H -4.495 1.008 -3.845 0.079
H -3.955 -0.446 -2.947 0.065
H 1.191 2.105 -3.708 0.051
H 0.335 1.656 -4.997 0.100
C -3.112 -4.140 -4.267 -0.064
C -3.556 -3.232 -3.170 -0.386
C -4.500 -3.831 -2.080 -0.157
O -5.833 -4.133 -2.542 -0.182
C -6.769 -4.307 -1.459 -0.117
N -2.301 -2.834 -2.486 0.050
H -3.896 -4.644 -4.831 0.081
H -2.500 -4.959 -3.890 0.085
H -2.512 -3.634 -5.024 0.062
H -3.992 -2.353 -3.643 0.106
H -4.513 -3.084 -1.286 0.114
H -4.098 -4.746 -1.644 0.116
H -7.726 -4.538 -1.927 0.084
H -6.901 -3.490 -0.750 0.069
H -6.646 -5.159 -0.790 0.078
H -1.921 -3.572 -1.911 0.061
H -2.595 -2.127 -1.826 0.005
O -1.875 -4.884 -0.086 -0.069
H -2.278 -4.421 0.648 -0.034
H -2.218 -5.775 -0.025 0.036
C -5.845 0.851 8.348 -0.041
C -4.743 0.844 7.274 -0.473
C -5.461 0.901 5.883 -0.119
C -4.641 1.292 4.594 -0.149
C -3.947 2.651 4.972 -0.123
C -3.074 2.623 6.299 -0.411
N -3.870 2.036 7.431 -0.138
O -3.168 1.983 8.609 -0.020
C -1.765 1.817 5.945 -0.036
C -2.589 4.093 6.711 -0.017
C -3.917 -0.482 7.408 -0.028
H -5.303 0.815 9.293 0.073
H -6.387 -0.089 8.248 0.086
H -6.504 1.719 8.380 0.084
H -5.758 -0.085 5.525 0.101
H -6.354 1.519 5.977 0.111
H -5.449 1.487 3.890 0.100
H -3.887 0.595 4.229 0.088
H -4.576 3.538 4.895 0.111
H -3.170 2.876 4.241 0.086
H -1.164 2.417 5.262 0.052
H -1.129 1.589 6.800 0.085
H -1.898 0.833 5.495 0.053
H -1.899 4.429 5.938 0.056
H -3.430 4.777 6.827 0.079
H -1.921 4.058 7.572 0.073
H -3.020 -0.543 6.792 0.064
H -4.429 -1.444 7.439 0.079
H -3.500 -0.490 8.415 0.071
H -3.506 2.778 9.027 0.107
C 10.409 3.837 -3.829 -0.067
C 9.538 3.491 -2.615 -0.445
C 10.511 2.462 -1.920 -0.140
C 9.906 2.095 -0.542 -0.192
C 9.779 3.313 0.345 -0.133
C 9.005 4.528 -0.253 -0.442
N 9.419 4.709 -1.704 -0.143
O 8.730 5.690 -2.288 -0.015
C 7.465 4.369 -0.129 -0.031
C 9.438 5.841 0.521 -0.029
C 8.216 2.805 -3.116 -0.026
H 11.230 4.464 -3.480 0.084
H 9.815 4.387 -4.558 0.077
H 10.859 2.990 -4.347 0.082
H 10.650 1.560 -2.516 0.116
H 11.475 2.935 -1.730 0.117
H 10.634 1.391 -0.139 0.105
H 9.002 1.507 -0.700 0.102
H 10.783 3.604 0.655 0.118
H 9.199 3.067 1.235 0.116
H 7.184 4.342 0.923 0.057
H 6.940 5.256 -0.486 0.080
H 7.083 3.422 -0.510 0.070
H 9.299 5.710 1.594 0.082
H 10.432 6.195 0.246 0.081
H 8.744 6.640 0.259 0.068
H 8.415 1.958 -3.772 0.080
H 7.513 3.407 -3.692 0.069
H 7.673 2.380 -2.271 0.048
H 9.280 6.467 -2.162 0.111
C 4.425 4.855 2.194 -0.017
C 3.500 3.770 2.845 -0.480
C 3.743 3.750 4.359 -0.125
C 3.204 5.008 5.121 -0.174
C 1.737 5.045 4.855 -0.145
C 1.445 5.176 3.303 -0.406
N 2.085 4.049 2.538 -0.122
O 1.800 4.024 1.198 -0.011
C -0.089 4.710 3.204 -0.044
C 1.538 6.652 2.839 -0.023
C 3.940 2.398 2.378 -0.035
H 5.484 4.609 2.273 0.063
H 4.369 5.879 2.565 0.069
H 4.255 4.973 1.124 0.063
H 3.285 2.825 4.709 0.115
H 4.803 3.679 4.602 0.119
H 3.684 5.922 4.770 0.098
H 3.442 4.926 6.181 0.111
H 1.263 5.914 5.311 0.121
H 1.326 4.102 5.216 0.115
H -0.240 3.761 3.719 0.061
H -0.799 5.415 3.637 0.073
H -0.410 4.551 2.174 0.032
H 2.386 7.130 3.329 0.066
H 1.477 6.824 1.764 0.082
H 0.733 7.182 3.349 0.074
H 4.789 1.973 2.913 0.082
H 4.234 2.358 1.330 0.069
H 3.167 1.633 2.458 0.081
H 1.332 3.188 1.139 0.075
C -9.763 -1.038 -2.466 -0.007
C -8.597 0.032 -2.681 -0.451
C -7.304 -0.701 -3.077 -0.121
C -7.298 -1.251 -4.533 -0.178
C -7.525 -0.091 -5.440 -0.153
C -8.901 0.672 -5.132 -0.435
N -8.915 0.997 -3.728 -0.136
O -9.931 1.850 -3.361 -0.020
C -8.760 2.024 -5.902 -0.046
C -10.118 -0.185 -5.713 -0.010
C -8.249 0.700 -1.324 -0.034
H -10.016 -1.661 -3.324 0.065
H -10.707 -0.580 -2.171 0.076
H -9.540 -1.682 -1.616 0.069
H -6.386 -0.126 -2.955 0.097
H -7.253 -1.638 -2.522 0.099
H -7.975 -2.079 -4.747 0.108
H -6.355 -1.765 -4.718 0.100
H -7.428 -0.387 -6.485 0.114
H -6.739 0.650 -5.585 0.102
H -8.491 1.857 -6.945 0.079
H -9.669 2.623 -5.966 0.074
H -8.073 2.712 -5.409 0.068
H -11.072 -0.033 -5.209 0.076
H -10.266 -0.003 -6.777 0.073
H -9.849 -1.236 -5.604 0.055
H -9.114 1.307 -1.057 0.073
H -7.384 1.364 -1.318 0.068
H -8.131 -0.004 -0.499 0.082
H -9.494 2.649 -3.057 0.041
```